1.
Formula: C3H11N2O2
Source: the Open Molecules 2025 dataset
Level of theory: ωB97M-V with the def2-TZVPD basis set

Computed properties:
Orbital gap (alpha / beta): 10.068 / 6.723 eV
Energy: -380.7612 a.u.
HOMO level (alpha / beta): -9.26 / -9.18 eV
LUMO (alpha / beta): 0.02966 / -0.09029 Eh
Spin multiplicity: 2

XYZ file:
```
18
C3H11N2O2 ωB97M-V with the def2-TZVPD basis set
N -0.848 1.234 -2.188
C -0.972 1.767 -0.859
O -1.375 0.928 0.129
H -1.747 1.253 -2.670
H -0.560 0.254 -2.114
H 0.042 2.330 -0.718
H -1.726 2.596 -1.061
C -0.044 -2.103 0.546
N 0.475 -0.777 0.333
C 1.288 -0.371 1.402
O 2.138 0.710 1.020
H 0.731 -2.900 0.332
H -0.853 -2.313 -0.128
H -0.549 -2.301 1.517
H -0.585 0.039 0.242
H 0.806 -0.054 2.325
H 1.924 -1.191 1.781
H 1.856 0.899 0.110
```



2.
Formula: C3H11N2O2
Source: the Open Molecules 2025 dataset
Level of theory: ωB97M-V with the def2-TZVPD basis set

Computed properties:
Orbital gap: 11.196 eV
Energy: -380.6832 a.u.
HOMO level: -14.73 eV
LUMO: -0.13002 Eh
Total charge: +1
Spin multiplicity: 1

XYZ file:
```
18
C3H11N2O2 ωB97M-V with the def2-TZVPD basis set
N 2.284 -0.526 0.625
C 2.045 -1.913 0.595
O 2.133 -2.474 -0.618
O 1.666 -2.503 1.550
H 3.053 -0.198 0.053
H 2.464 -0.232 1.574
H 2.422 -1.848 -1.296
C -2.611 1.369 -0.499
C -1.103 1.363 -0.386
N -0.599 0.056 0.168
H -2.928 2.168 -1.163
H -2.963 0.416 -0.902
H -3.113 1.501 0.460
H -0.627 1.518 -1.351
H -0.722 2.118 0.302
H -1.089 -0.204 1.019
H 0.435 0.095 0.353
H -0.747 -0.707 -0.486
```



3.
Formula: C3H11N2O2
Source: the Open Molecules 2025 dataset
Level of theory: ωB97M-V with the def2-TZVPD basis set

Computed properties:
Orbital gap: 10.162 eV
Energy: -380.6370 a.u.
HOMO level: -13.50 eV
LUMO: -0.12272 Eh
Total charge: +1
Spin multiplicity: 1

XYZ file:
```
18
C3H11N2O2 ωB97M-V with the def2-TZVPD basis set
C -0.367 1.326 0.276
C 0.468 0.272 1.016
C 1.467 -0.445 -0.085
N 2.072 -1.643 0.163
O 1.386 0.037 -1.202
N -1.826 1.215 0.727
H -0.077 1.301 -0.763
H 0.022 2.329 0.624
H 1.240 0.836 1.717
H -0.188 -0.578 1.394
H 2.136 -2.064 1.094
H 2.533 -2.188 -0.507
H -1.847 1.243 1.745
H -2.377 0.374 0.308
H -2.413 1.998 0.339
H -1.744 -1.504 -0.970
H -2.624 -0.411 -1.670
O -2.110 -0.694 -0.895
```



4.
Formula: C3H11N2O3
Source: the Open Molecules 2025 dataset
Level of theory: ωB97M-V with the def2-TZVPD basis set

Computed properties:
Orbital gap: 11.435 eV
Energy: -455.9181 a.u.
HOMO level: -14.29 eV
LUMO: -0.10487 Eh
Total charge: +1
Spin multiplicity: 1

XYZ file:
```
19
C3H11N2O3 ωB97M-V with the def2-TZVPD basis set
C -1.287 1.349 2.062
C -0.135 0.828 1.599
N -0.362 0.455 0.271
C -1.621 0.715 -0.024
N -2.236 1.137 1.071
H -1.581 1.705 3.031
H 0.869 0.929 1.969
H 0.411 0.286 -0.352
H -2.027 0.551 -1.000
H -3.125 1.602 1.059
H 0.102 -1.416 -2.590
H -0.719 -0.285 -3.209
O -0.307 -0.568 -2.386
H 1.440 -3.328 -0.214
H 0.948 -3.306 1.200
O 1.577 -2.862 0.618
H 2.200 0.153 -1.241
H 3.398 1.059 -1.014
O 2.455 0.997 -0.851
```



5.
Formula: C3H11N2O6
Source: the Open Molecules 2025 dataset
Level of theory: ωB97M-V with the def2-TZVPD basis set

Computed properties:
Orbital gap: 8.460 eV
Energy: -681.9637 a.u.
HOMO level: -5.32 eV
LUMO: 0.11557 Eh
Total charge: -1
Spin multiplicity: 1

XYZ file:
```
22
C3H11N2O6 ωB97M-V with the def2-TZVPD basis set
O 1.838 0.312 1.241
C 1.397 -0.202 0.222
N 0.111 -0.691 0.176
C -0.269 -1.630 -1.065
O -1.209 -1.219 -1.737
O 0.491 -2.596 -1.127
C 2.066 -0.091 -1.122
N 1.327 0.572 -2.189
H -0.203 -1.138 1.033
H 3.051 0.393 -1.029
H 2.439 -1.091 -1.377
H 0.400 0.817 -1.889
H 1.348 0.037 -3.038
H -2.443 -0.140 1.269
H -2.398 -0.262 -0.284
O -2.925 -0.467 0.499
H -1.530 1.881 2.746
H -2.337 2.092 1.378
O -2.312 1.663 2.235
H 0.496 1.885 1.732
H 0.133 3.131 0.968
O 0.654 2.844 1.726
```



6.
Formula: C3H11N2OPS
Source: the Open Molecules 2025 dataset
Level of theory: ωB97M-V with the def2-TZVPD basis set

Computed properties:
Orbital gap (alpha / beta): 4.669 / 6.759 eV
Energy: -1044.9913 a.u.
HOMO level (alpha / beta): -3.64 / -9.57 eV
LUMO (alpha / beta): 0.03778 / -0.10345 Eh
Spin multiplicity: 3

XYZ file:
```
19
C3H11N2OPS ωB97M-V with the def2-TZVPD basis set
C -2.091 1.314 -0.752
C 0.850 -1.059 2.034
C -1.958 -0.107 -0.265
N 2.404 -0.177 -1.606
N 1.996 -0.712 -0.403
O -0.642 -0.658 -0.393
P 0.719 -0.091 0.474
S 0.818 1.878 0.642
H -1.678 2.148 -0.163
H -1.599 1.524 -1.787
H -3.063 1.629 -1.029
H 0.434 -2.005 2.130
H 1.967 -1.112 2.425
H 0.250 -0.491 2.824
H -2.678 -0.739 -0.866
H -2.285 -0.153 0.727
H 1.593 -0.537 -2.257
H 2.429 0.890 -1.507
H 2.532 -1.544 -0.228
```



Q: Which of these has the lowest energy?
A: C3H11N2OPS



Q: energy of number 6 (C3H11N2OPS)?
A: -1044.9913 a.u.